116
Properties=species:S:1:pos:R:3:forces:R:3:lowdin_charge:R:1 method="wB97M-V/def2-TZVPD" gap_ev=10.50 total_energy_ev=-69616.4101 de_lowest_kcal_mol=0.00 homo_ev=-10.170
O 2.696215 4.286717 -1.301946 0.0 0.5 0.0 0.063
C 3.777668 4.187492 -1.828355 0.1 0.1 0.0 -0.566
O 4.535151 3.116847 -1.724910 0.3 -1.0 0.5 -0.004
C 3.983498 1.993544 -0.988961 0.4 -0.3 0.4 -0.197
C 4.623918 1.841269 0.422564 -0.4 -1.0 -2.1 -0.042
C 4.473570 5.226232 -2.645727 -1.0 0.6 -1.1 0.028
H 4.216845 1.143307 -1.642718 -0.2 0.1 0.3 0.120
H 2.899023 2.093819 -0.858748 0.4 0.0 -0.3 0.097
H 4.147247 0.917052 0.788539 0.3 0.5 0.4 0.061
H 4.332575 2.694946 0.991722 0.0 0.5 0.7 0.054
H 5.714784 1.710116 0.349759 -0.4 0.2 0.2 0.084
H 5.327486 5.636915 -2.164661 0.6 0.3 0.8 0.078
H 3.767654 6.017603 -2.897311 0.1 0.1 0.3 0.090
H 4.849299 4.881529 -3.603274 -0.1 -0.6 0.0 0.090
O -2.931947 2.987870 -3.048595 0.6 0.2 0.0 0.060
C -3.462678 2.259782 -3.853676 -0.3 1.1 0.7 -0.566
O -3.768288 2.655509 -5.093769 -0.5 -0.8 -1.0 -0.030
C -3.204394 3.809397 -5.760850 1.5 -0.9 0.9 -0.170
C -2.303947 3.330047 -6.941262 -0.5 0.3 1.7 -0.048
C -3.951435 0.892816 -3.486072 0.6 0.1 -0.1 0.009
H -2.599318 4.327794 -4.975734 -0.4 -0.1 -0.8 0.115
H -4.015417 4.444153 -6.099692 -0.2 -0.1 0.0 0.115
H -1.411310 2.823242 -6.571877 -0.1 0.1 0.0 0.054
H -2.044723 4.224929 -7.450291 0.6 0.8 -0.7 0.057
H -2.796093 2.689229 -7.645123 -0.6 -0.4 -0.2 0.069
H -3.031537 0.320675 -3.314511 -0.3 0.0 0.0 0.052
H -4.457847 0.467751 -4.335417 -0.5 -0.3 0.0 0.079
H -4.531168 0.913493 -2.548036 0.1 0.0 -0.6 0.083
O 0.375216 -4.000224 5.283666 -1.0 1.9 -1.1 0.118
C 0.677744 -4.988074 5.847537 1.2 -2.1 2.4 -0.574
O 1.548563 -5.896084 5.408692 0.1 -0.7 -1.1 -0.022
C 2.039123 -5.695362 4.050612 1.0 -0.9 0.6 -0.194
C 0.960345 -5.875604 3.010845 0.0 -0.8 1.2 -0.061
C 0.367365 -5.355203 7.289269 -0.6 -1.2 0.1 0.021
H 2.905991 -6.414222 3.947377 -1.1 0.7 0.1 0.141
H 2.444278 -4.696871 4.057886 0.2 0.4 -0.4 0.110
H 0.457716 -6.846750 3.096393 0.1 0.1 0.2 0.088
H 1.427340 -5.885932 2.064269 0.3 0.4 -1.3 0.061
H 0.235389 -5.096530 3.147916 -0.4 0.4 -0.4 0.060
H -0.585339 -5.003978 7.636922 -0.5 0.3 -0.1 0.073
H 1.099799 -4.891115 7.899201 0.8 0.8 0.5 0.071
H 0.463345 -6.433101 7.572801 -0.2 0.8 -0.8 0.100
O 1.281034 0.164627 0.020575 -1.3 -0.2 -0.3 0.055
C 0.063121 0.054122 -0.045661 -0.3 0.6 0.0 -0.503
O -0.687356 -0.496398 0.921263 0.0 1.2 -1.0 -0.028
C 0.022926 -0.857671 2.080992 0.4 -1.5 0.2 -0.259
C -0.953171 -1.222212 3.157138 -0.5 0.9 -0.3 -0.069
C -0.845600 0.603333 -1.165363 2.1 0.4 1.0 0.031
H 0.742710 -0.109168 2.398906 -0.2 0.3 -0.1 0.102
H 0.568570 -1.755020 1.778018 0.3 -0.1 0.3 0.112
H -1.662967 -2.008981 2.851730 0.7 -0.1 0.5 0.078
H -1.563700 -0.363593 3.426158 -0.2 0.3 -0.2 0.052
H -0.339711 -1.349538 4.030294 -0.1 -1.0 0.6 0.071
H -0.158777 0.916674 -1.943880 -0.2 -0.1 -0.4 0.053
H -1.328843 1.512093 -0.801089 -0.2 -0.2 0.1 0.090
H -1.545736 -0.128168 -1.491048 -0.6 -0.5 -0.2 0.066
C 3.750859 -1.989933 0.038176 0.0 0.1 1.1 -0.059
C 4.273073 -3.235549 0.635522 -1.0 2.9 -1.0 -0.280
N 4.726781 -4.153721 1.107339 1.0 -2.3 1.1 0.124
H 3.513621 -2.223760 -0.976425 -0.3 0.1 -0.8 0.055
H 4.516190 -1.184961 0.063146 -0.5 -0.6 0.0 0.079
H 2.830468 -1.648882 0.565460 0.7 -0.2 -0.4 0.070
C 3.325651 3.220137 4.028981 -1.0 0.2 1.5 -0.056
C 2.721200 3.572666 5.369801 1.5 -0.8 -2.8 -0.273
N 2.325624 3.768032 6.414149 -0.8 0.5 1.6 0.130
H 3.813099 4.086186 3.614105 0.2 0.2 -0.1 0.070
H 2.518924 2.884316 3.383065 0.0 0.0 -0.1 0.041
H 4.030054 2.414175 4.192425 0.2 -0.1 -0.1 0.077
C -1.620435 -3.877039 -6.264518 1.0 -0.4 0.6 -0.055
C -0.831955 -2.798253 -6.861155 -2.3 -3.1 0.9 -0.257
N -0.263828 -2.021928 -7.437211 1.9 2.5 -1.6 0.160
H -0.957657 -4.397358 -5.550281 -0.6 0.3 0.1 0.089
H -1.987929 -4.654985 -6.920639 0.3 0.2 -0.8 0.081
H -2.500098 -3.467283 -5.816737 -0.4 0.3 0.7 0.072
C 0.931739 -1.865292 -2.715713 0.6 0.9 -0.9 -0.071
C 0.456946 -2.599011 -1.582610 -0.6 -0.3 0.7 -0.288
N -0.006375 -3.215838 -0.730189 0.2 0.1 0.0 0.172
H 0.168082 -1.204519 -3.130142 -0.4 -0.6 -0.3 0.056
H 1.341542 -2.572370 -3.445163 -0.2 0.3 -0.1 0.094
H 1.677094 -1.101185 -2.490881 0.4 -0.4 0.5 0.080
C 1.248229 0.356550 -6.165331 0.2 -0.9 -1.1 -0.099
C 0.000109 0.524807 -5.445266 2.5 -0.4 -1.2 -0.294
N -0.898369 0.652522 -4.774384 -2.3 0.3 1.4 0.201
H 1.930868 -0.345440 -5.673688 -0.3 0.3 0.3 0.086
H 1.747906 1.287817 -6.320915 0.3 0.7 0.3 0.055
H 1.081178 -0.073509 -7.160510 -0.3 0.1 0.3 0.050
C -0.705690 4.403587 4.714781 -0.5 0.4 -1.0 -0.057
C -0.252007 3.224967 4.026352 -0.6 0.6 0.1 -0.278
N 0.047009 2.266948 3.491946 0.5 -1.2 -0.7 0.175
H -0.098814 5.238235 4.426325 0.6 0.5 0.0 0.077
H -0.586848 4.201108 5.745075 -0.2 0.2 1.2 0.068
H -1.720050 4.686177 4.404790 0.1 -0.5 0.4 0.098
C -2.754314 -0.700573 6.286273 0.6 0.4 0.5 -0.070
C -3.216700 0.671724 6.242180 -0.4 1.3 -0.1 -0.298
N -3.635360 1.747157 6.219969 0.4 -0.6 0.0 0.115
H -3.350404 -1.234217 5.570465 -0.3 -0.7 -0.2 0.042
H -2.904050 -1.024737 7.328451 0.2 -0.3 -0.6 0.093
H -1.691272 -0.751977 5.989210 -0.5 -0.1 0.3 0.080
C 0.288957 3.895620 -2.790189 0.5 -0.1 1.3 -0.048
C 1.167471 2.923340 -3.433233 0.5 0.6 0.0 -0.258
N 1.991227 2.268916 -3.898236 -0.2 -0.1 0.1 0.176
H 0.868600 4.793940 -2.483403 -0.4 -0.5 -0.8 0.087
H -0.004111 3.478190 -1.819262 -0.1 -0.1 -0.2 0.083
H -0.610741 4.068175 -3.344331 -0.4 0.2 -0.4 0.051
C -4.171545 -3.727188 1.329892 -0.2 1.5 -0.2 -0.064
C -4.424188 -2.684592 2.369968 0.4 -0.5 0.4 -0.272
N -4.490775 -1.979341 3.282819 -0.1 -0.3 -0.8 0.148
H -4.282616 -4.692720 1.788961 0.1 -0.4 0.1 0.069
H -3.144782 -3.559370 0.949143 -0.6 -0.3 0.1 0.083
H -4.895917 -3.602506 0.503783 0.5 -0.1 0.4 0.070
C -3.884982 0.704482 1.304453 0.7 -0.6 0.7 -0.059
C -4.353444 -0.321264 0.364642 -0.8 -0.3 -0.7 -0.277
N -4.718841 -1.084324 -0.428573 0.5 0.8 0.9 0.144
H -3.002380 0.250378 1.831300 -0.8 0.6 -0.3 0.065
H -4.622858 1.075056 2.047511 0.3 -0.7 -0.6 0.098
H -3.547424 1.553345 0.726051 0.2 0.2 -0.2 0.070